Record 1
{
  "formula": "C3H4ClN3",
  "method": "ωB97M-V/def2-TZVPD",
  "symbols": ["C", "C", "C", "H", "H", "H", "H", "N", "N", "N", "Cl"],
  "coordinates": [[0.175187, -0.944916, -0.080955], [1.998310, 0.025418, 0.230104], [-0.028253, 0.437282, 0.133472], [-1.879947, -1.582087, -0.562961], [-1.130942, -1.666521, 1.231955], [1.658506, -2.186128, -0.208675], [3.175708, 0.258805, -0.023768], [-0.864756, -1.912724, -0.014889], [1.463914, -1.207273, -0.007900], [1.159159, 1.083015, 0.288979], [-1.588413, 1.313418, -0.235036]],
  "forces_ev_per_a": [[-5.2, 2.7, 0.1], [5.7, 2.6, -1.1], [-0.4, -0.2, -1.4], [4.1, -0.8, 2.1], [0.3, -1.6, -4.9], [1.3, 0.6, 0.3], [-3.2, -0.9, 1.2], [-3.8, 1.3, 3.3], [-0.7, 0.4, -0.1], [0.1, -3.0, -0.4], [1.7, -1.1, 0.8]],
  "lowdin_charge": [-0.53, -0.23, -0.65, 0.15, 0.21, 0.18, 0.16, -0.01, 0.11, 0.06, 0.54],
  "e_tot_ha": -741.0727,
  "charge": 0,
  "homo_lumo_gap_ha": 0.3230,
  "e_lumo_ev": 0.421,
  "homo_ha": -0.30757,
  "e_above_lowest_kcal_mol": 67.8
}

Record 2
{
  "formula": "C3H5NO2",
  "method": "ωB97M-V/def2-TZVPD",
  "symbols": ["H", "N", "C", "C", "O", "C", "O", "H", "H", "H", "H"],
  "coordinates": [[0.135377, 2.421699, -0.212796], [-0.652895, 1.792358, -0.066594], [-0.286408, 0.639147, 0.256313], [-1.218768, -0.494392, 0.556640], [1.119990, 0.330726, 0.493767], [1.707299, -0.461129, -0.450223], [1.061367, -0.820530, -1.431847], [-1.013974, -0.894540, 1.553907], [-1.064150, -1.293621, -0.172340], [-2.254953, -0.150319, 0.505248], [2.467119, -1.069399, -1.032076]],
  "forces_ev_per_a": [[0.0, -0.1, 0.0], [0.4, -0.5, 0.2], [-0.1, 0.1, 0.0], [0.1, 0.0, 0.0], [1.1, -0.6, -0.5], [-1.5, -0.6, -1.9], [-2.6, 0.6, -0.6], [0.0, 0.1, -0.1], [0.0, 0.1, 0.1], [0.3, 0.0, 0.0], [2.4, 0.9, 2.9]],
  "lowdin_charge": [0.08, 0.19, -0.43, -0.02, 0.01, -0.28, 0.01, 0.09, 0.08, 0.09, 0.18],
  "e_tot_ha": -322.4515,
  "charge": 0,
  "homo_lumo_gap_ha": 0.4071,
  "e_lumo_ev": 0.978,
  "homo_ha": -0.37121,
  "smiles": "[H]/N=C(/C)OC=O",
  "e_above_lowest_kcal_mol": 77.1
}

Record 3
{
  "formula": "C12H36BrN3O4",
  "method": "ωB97M-V/def2-TZVPD",
  "symbols": ["O", "H", "H", "H", "Br", "C", "C", "C", "O", "C", "N", "H", "H", "H", "H", "H", "H", "H", "H", "H", "H", "H", "C", "C", "C", "O", "C", "N", "H", "H", "H", "H", "H", "H", "H", "H", "H", "H", "H", "C", "C", "C", "O", "C", "N", "H", "H", "H", "H", "H", "H", "H", "H", "H", "H", "H"],
  "coordinates": [[0.733107, 0.229516, -0.736509], [0.824217, 1.116184, -0.379957], [1.051933, 0.257360, -1.641588], [-0.159261, -0.124427, -0.740184], [-2.264600, -0.500098, -1.473554], [1.512058, 4.864070, 0.606468], [1.660881, 3.320415, 0.359984], [1.478719, 2.558438, 1.707225], [1.618697, 1.162445, 1.432716], [1.447219, 0.365246, 2.550886], [0.587205, 2.974577, -0.606476], [1.532027, 5.473011, -0.297348], [2.252926, 5.297801, 1.278105], [0.566384, 5.165556, 1.056928], [2.628421, 3.200857, -0.127523], [0.459913, 2.592474, 2.093203], [2.235093, 2.838667, 2.440344], [2.371486, 0.445839, 3.123010], [1.377634, -0.651890, 2.165276], [0.634091, 0.654966, 3.216447], [0.875365, 3.392584, -1.479595], [-0.309930, 3.315104, -0.291353], [-1.629321, -0.943935, 2.443129], [-2.857715, -1.843291, 2.295266], [-4.286134, -1.071595, 2.165115], [-5.338332, -2.054084, 2.083603], [-6.480778, -1.545967, 1.424608], [-2.661144, -2.675400, 1.087307], [-1.655819, -0.303805, 1.561293], [-0.721645, -1.542662, 2.367283], [-1.668040, -0.354089, 3.358929], [-2.892521, -2.591067, 3.087552], [-4.172516, -0.471055, 1.262602], [-4.496651, -0.321457, 2.927398], [-7.165856, -2.389992, 1.504581], [-6.428278, -1.371720, 0.349910], [-6.763849, -0.672886, 2.012568], [-3.464960, -3.206966, 0.784945], [-2.555334, -2.089357, 0.271556], [3.914692, 0.117405, -2.292952], [2.939673, -0.503376, -3.276200], [2.679008, -2.002550, -3.005840], [2.001523, -2.303925, -1.786982], [1.151139, -3.425011, -1.829797], [1.765344, 0.267727, -3.116984], [4.095886, 1.170890, -2.506100], [4.886266, -0.375561, -2.259478], [3.558944, 0.061871, -1.264143], [3.446300, -0.310049, -4.221743], [3.583288, -2.593534, -3.151168], [1.950961, -2.314080, -3.754841], [0.531282, -3.490085, -2.724024], [0.619009, -3.747801, -0.934962], [1.865098, -4.246293, -1.892040], [1.136341, -0.020677, -3.852703], [2.000552, 1.215684, -3.374192]],
  "forces_ev_per_a": [[0.8, -1.6, 1.7], [-0.5, 1.5, 0.5], [1.1, -0.2, -2.8], [-2.0, -0.3, -0.1], [0.2, 0.2, 0.0], [0.3, 0.1, 0.6], [-1.9, 2.4, 0.8], [0.4, -1.0, -1.5], [0.0, 1.1, -0.7], [1.2, -0.5, 0.2], [1.3, -1.3, 1.1], [0.3, -0.4, -0.4], [0.4, -0.2, 0.1], [-0.4, -0.5, 0.2], [0.0, -0.6, 0.2], [-0.1, 1.1, 0.2], [0.0, 0.4, 0.2], [0.2, -0.2, 0.5], [-0.3, 0.0, 0.4], [-0.4, -0.1, -0.3], [-0.3, 0.1, -0.7], [-0.1, 0.2, -0.1], [-1.0, -0.1, -0.5], [-1.7, -0.7, -0.9], [1.8, -0.9, 0.0], [1.4, 0.8, -0.6], [-0.1, -1.0, 0.9], [0.3, 0.1, -0.1], [0.3, 0.4, 0.1], [-0.1, 0.0, 0.2], [0.1, 0.0, 0.0], [-0.3, 0.3, 0.5], [-0.3, -0.3, -0.5], [0.0, -0.2, 0.7], [-0.6, 0.4, 0.3], [0.7, 0.5, 0.0], [-0.7, 0.2, -0.5], [-0.5, -0.2, 0.8], [0.6, 0.6, -0.2], [0.8, -0.4, 1.0], [2.0, -0.4, 2.0], [-1.4, 0.0, -0.8], [0.0, 1.7, 0.9], [1.7, -1.6, -0.7], [-1.6, -0.1, -0.7], [-0.1, 0.1, -0.2], [0.2, -0.2, -0.3], [-0.3, 0.0, 0.0], [-0.3, -0.8, -0.6], [0.2, -0.1, 0.2], [0.2, -0.1, -0.7], [-0.3, 0.4, 0.1], [-0.3, 1.4, 0.3], [0.0, -0.8, -0.5], [-0.8, 0.0, -0.1], [0.0, 1.0, 0.1]],
  "lowdin_charge": [0.12, 0.05, 0.02, -0.08, -0.27, -0.15, -0.41, -0.17, -0.25, -0.13, 0.03, 0.04, 0.05, 0.06, 0.10, 0.13, 0.12, 0.09, 0.09, 0.08, 0.01, 0.08, -0.09, -0.39, -0.17, -0.21, -0.12, 0.00, 0.04, 0.07, 0.07, 0.12, 0.09, 0.11, 0.08, 0.09, 0.08, 0.05, -0.12, -0.15, -0.49, -0.18, -0.20, -0.11, 0.03, 0.01, 0.07, 0.07, 0.11, 0.12, 0.10, 0.08, 0.09, 0.07, 0.09, 0.00],
  "e_tot_ha": -3517.9221,
  "charge": -1,
  "homo_lumo_gap_ha": [0.0922, 0.3016],
  "e_lumo_ev": [2.917, 2.866],
  "spin_multiplicity": 2,
  "homo_ha": [0.01497, -0.19625]
}

Record 4
{
  "formula": "CH2N3O2P",
  "method": "ωB97M-V/def2-TZVPD",
  "symbols": ["C", "N", "N", "N", "O", "O", "P", "H", "H"],
  "coordinates": [[-0.555442, -0.789610, -2.880281], [-1.223223, -0.340897, -3.694864], [0.098967, 0.288410, -0.038958], [1.981851, -0.906186, -2.023035], [2.760267, -0.954697, -1.103857], [2.182293, -0.508764, -3.139024], [0.351586, -1.617876, -1.612492], [0.607698, -0.108994, 0.746483], [-0.895894, 0.210469, 0.162789]],
  "forces_ev_per_a": [[0.3, -0.2, 0.5], [-0.5, 0.3, -0.5], [0.5, -2.1, -2.6], [-0.4, 0.0, -0.2], [0.4, 0.0, 0.3], [0.3, 0.2, -0.3], [-0.6, 2.3, 2.5], [-0.1, -0.3, 0.2], [-0.1, -0.2, 0.1]],
  "lowdin_charge": [-0.51, 0.12, 0.00, -0.64, -0.01, 0.03, 1.08, -0.04, -0.03],
  "e_tot_ha": -695.2147,
  "charge": 0,
  "homo_lumo_gap_ha": [0.3024, 0.3070],
  "e_lumo_ev": [-2.243, -2.429],
  "homo_ha": [-0.38486, -0.39622],
  "e_above_lowest_kcal_mol": 55.6
}

Record 5
{
  "formula": "C2H5Cl2N2O",
  "method": "ωB97M-V/def2-TZVPD",
  "symbols": ["N", "C", "O", "N", "H", "H", "H", "C", "Cl", "Cl", "H", "H"],
  "coordinates": [[-0.918782, 0.810284, 0.301717], [-0.153599, 0.234357, 0.951037], [0.848599, -0.053124, 1.750560], [0.509379, 0.352075, 3.063089], [1.340094, 0.225774, 3.649667], [-0.283637, -0.203626, 3.407703], [0.230738, 1.343234, 3.074145], [-0.439923, -0.491500, -3.173502], [0.944055, -1.225498, -2.338364], [-0.181553, -0.410200, -4.912593], [-1.317470, -1.095565, -2.978799], [-0.577901, 0.513788, -2.794660]],
  "forces_ev_per_a": [[0.2, -0.9, 0.4], [-0.5, 1.6, -1.0], [0.4, -0.6, 0.4], [-0.4, 0.3, 0.2], [0.2, -0.2, -0.1], [0.1, -0.2, 0.1], [0.1, 0.2, -0.1], [-0.1, 0.1, -0.1], [0.0, 0.0, 0.2], [0.0, 0.0, 0.0], [0.0, -0.1, 0.0], [0.1, 0.0, 0.0]],
  "lowdin_charge": [0.27, -0.27, 0.07, 0.29, 0.21, 0.21, 0.21, -1.04, 0.48, 0.54, 0.03, 0.01],
  "e_tot_ha": -1183.9195,
  "charge": 1,
  "homo_lumo_gap_ha": 0.2873,
  "e_lumo_ev": -5.372,
  "homo_ha": -0.48472,
  "e_above_lowest_kcal_mol": 0.0
}

Record 6
{
  "formula": "C6H8N2O",
  "method": "ωB97M-V/def2-TZVPD",
  "symbols": ["N", "C", "C", "C", "C", "O", "C", "N", "C", "H", "H", "H", "H", "H", "H", "H", "H"],
  "coordinates": [[2.746258, 0.319346, 0.016718], [1.448520, -0.006404, -0.000350], [1.096369, -1.353642, -0.055808], [-0.230651, -1.764054, -0.016872], [-1.251044, -0.811460, 0.032978], [-2.529758, -1.156169, 0.043608], [-0.899589, 0.557977, -0.028372], [-2.024007, 1.471847, -0.047449], [0.412699, 0.967187, 0.024068], [3.003546, 1.300214, -0.009529], [3.400302, -0.423415, 0.117588], [1.906236, -2.108253, -0.074241], [-0.587130, -2.760173, -0.012160], [-2.946099, -0.323996, -0.237711], [-1.915746, 2.262341, -0.694910], [-2.256960, 1.814879, 0.892093], [0.627054, 2.013780, 0.050349]],
  "forces_ev_per_a": [[1.3, 1.5, -0.1], [-2.4, -0.1, -0.1], [0.1, -0.8, 0.3], [-0.6, 1.5, 0.2], [2.6, 0.8, -0.5], [-1.3, -0.3, -0.2], [-0.8, -0.3, 0.6], [0.0, 0.3, 0.0], [0.7, -1.3, -0.3], [0.3, -0.8, 0.1], [0.6, 0.2, 0.0], [-0.6, 0.5, 0.0], [0.2, -1.1, -0.1], [-0.7, 0.0, 0.2], [0.1, -0.6, 0.6], [0.2, -0.1, -0.6], [0.2, 0.5, 0.0]],
  "lowdin_charge": [0.09, -0.36, -0.05, -0.01, -0.33, 0.06, -0.26, 0.05, 0.01, 0.10, 0.09, 0.11, 0.10, 0.09, 0.09, 0.10, 0.10],
  "e_tot_ha": -418.1833,
  "charge": 0,
  "homo_lumo_gap_ha": 0.2926,
  "e_lumo_ev": 0.935,
  "homo_ha": -0.25823,
  "smiles": "Nc1ccc(O)c(N)c1",
  "e_above_lowest_kcal_mol": 0.0
}